# 1
111
Properties=species:S:1:pos:R:3:forces:R:3 method="wB97M-V/def2-TZVPD" homo_lumo_gap_ev=7.8 total_charge=0
C 4.848 -1.110 -2.213 -0.537 0.570 -0.200
C 4.288 0.137 -2.286 0.159 -0.726 -0.013
C 2.886 0.403 -1.792 -0.593 -0.358 -1.130
Si 1.629 -0.499 -2.861 0.300 0.401 -0.248
O 0.068 0.043 -2.560 0.140 -0.384 0.118
Si -1.149 -0.575 -3.485 0.155 0.193 -0.503
I -2.159 -2.528 -2.455 -0.074 0.114 0.099
H 4.308 -1.957 -2.634 -0.686 -0.339 1.529
H 5.774 -1.334 -1.696 0.919 0.310 -1.463
H 4.799 0.975 -2.769 0.713 0.078 1.915
H 2.673 1.474 -1.806 -0.055 0.010 -0.122
H 2.816 0.072 -0.760 0.105 -0.012 0.079
H 1.948 -0.183 -4.269 -0.026 0.019 -0.024
H 1.698 -1.969 -2.725 -0.093 0.005 0.146
H -0.511 -1.042 -4.732 -0.083 -0.149 -0.018
H -2.130 0.455 -3.839 -0.108 -0.011 0.372
C 0.529 -0.125 0.900 0.001 -0.021 -0.068
Br -1.309 -0.041 1.439 -0.227 -0.011 -0.024
Br 1.518 1.371 1.592 -0.027 -0.024 0.067
Br 1.317 -1.804 1.401 0.008 0.095 -0.042
H 0.546 -0.054 -0.178 -0.082 0.004 -0.058
C -3.780 2.043 -6.745 -0.051 0.065 0.026
Br -1.861 2.119 -6.681 0.030 -0.059 -0.010
Br -4.431 1.983 -8.551 0.009 -0.074 -0.058
Br -4.476 0.592 -5.694 0.094 -0.192 -0.163
H -4.146 2.959 -6.303 -0.032 0.008 0.019
C -5.120 3.639 -3.093 -0.067 -0.082 0.029
Br -3.684 4.488 -4.051 0.041 0.026 0.012
Br -6.585 3.181 -4.248 -0.012 0.080 0.031
Br -4.513 2.105 -2.113 0.114 -0.028 0.029
H -5.488 4.356 -2.373 -0.036 0.012 0.009
C -3.134 -2.009 -8.533 -0.008 0.071 0.020
Br -1.215 -1.948 -8.458 0.031 0.024 0.011
Br -3.775 -2.067 -10.343 -0.001 0.022 -0.035
Br -3.832 -3.463 -7.494 -0.028 -0.035 0.075
H -3.502 -1.093 -8.091 -0.014 0.020 0.003
C -6.946 3.037 1.616 0.191 -0.066 0.112
Br -6.563 4.436 0.356 -0.195 0.115 -0.144
Br -8.760 3.158 2.248 -0.077 0.060 -0.016
Br -6.543 1.290 0.937 -0.106 -0.018 0.025
H -6.297 3.201 2.465 0.011 0.049 0.017
C -0.920 1.714 4.638 0.070 -0.059 -0.047
Br -2.823 1.599 4.869 -0.039 0.026 0.005
Br -0.179 3.232 5.564 -0.093 0.070 -0.030
Br -0.038 0.090 5.151 0.024 -0.027 0.017
H -0.732 1.857 3.582 0.007 -0.007 -0.031
C 4.716 3.767 3.243 0.097 0.022 -0.003
Br 4.998 4.908 1.722 0.002 0.012 -0.047
Br 2.856 3.650 3.712 0.057 0.128 0.118
Br 5.483 2.031 2.967 -0.046 -0.121 -0.044
H 5.233 4.217 4.078 0.015 0.018 0.014
C -8.143 7.146 -5.130 0.032 -0.101 0.039
Br -8.265 8.938 -5.801 -0.006 0.056 -0.036
Br -7.792 5.876 -6.529 -0.011 0.070 -0.086
Br -6.838 7.022 -3.718 0.065 0.061 -0.024
H -9.104 6.892 -4.708 -0.003 -0.032 0.053
C -9.691 -0.185 3.820 0.018 0.015 0.003
Br -11.610 -0.162 3.762 -0.043 0.007 -0.002
Br -9.032 -0.088 5.623 0.018 0.007 0.046
Br -8.969 -1.697 2.885 0.020 -0.046 -0.034
H -9.347 0.703 3.313 0.025 -0.014 -0.041
C 7.623 -4.834 -0.343 -0.065 -0.096 0.110
Br 7.271 -6.639 -0.884 0.070 -0.141 -0.071
Br 8.658 -3.865 -1.635 -0.024 0.016 -0.035
Br 5.970 -3.949 0.076 -0.095 0.189 0.029
H 8.200 -4.877 0.568 0.032 0.011 0.012
C 1.094 -5.300 3.702 -0.099 0.013 0.016
Br 2.587 -4.631 2.691 0.216 -0.102 0.008
Br -0.223 -6.098 2.561 -0.031 -0.031 -0.035
Br 1.665 -6.504 5.084 0.022 -0.032 0.019
H 0.631 -4.451 4.184 0.004 0.031 0.007
C 4.537 -9.521 0.923 -0.070 0.028 0.065
Br 4.452 -9.442 -0.994 0.005 -0.011 -0.063
Br 6.273 -10.072 1.530 0.150 -0.002 -0.010
Br 4.005 -7.855 1.720 -0.010 0.020 0.002
H 3.833 -10.273 1.247 -0.004 -0.032 0.007
C -2.689 4.816 2.483 0.001 -0.041 0.033
Br -3.194 3.382 1.310 0.100 -0.060 -0.038
Br -1.653 6.144 1.565 0.019 0.022 -0.009
Br -4.225 5.585 3.352 -0.032 -0.001 0.037
H -2.065 4.396 3.258 0.017 0.001 0.063
C 5.645 -13.320 4.202 0.047 0.021 -0.076
Br 4.167 -12.101 4.087 -0.141 0.043 0.039
Br 6.927 -12.748 5.511 0.031 0.016 0.030
Br 5.055 -15.119 4.522 -0.013 -0.038 0.012
H 6.141 -13.310 3.242 0.009 0.008 -0.025
C -10.216 4.674 -0.879 0.007 -0.031 -0.018
Br -10.122 6.244 -1.990 -0.063 0.037 0.048
Br -11.949 4.477 -0.077 -0.032 -0.004 0.027
Br -9.691 3.098 -1.838 0.024 -0.029 0.007
H -9.505 4.814 -0.078 0.035 0.009 0.019
C 9.046 5.213 2.645 -0.018 0.006 0.001
Br 8.281 6.955 2.910 -0.010 0.067 -0.008
Br 10.944 5.305 2.369 0.043 -0.003 -0.014
Br 8.603 4.030 4.092 -0.011 -0.007 0.051
H 8.610 4.803 1.746 -0.038 -0.014 -0.008
C 4.439 3.530 -5.968 -0.042 -0.023 0.008
Br 6.252 3.705 -6.572 0.045 0.009 -0.011
Br 4.247 2.052 -4.748 -0.067 0.273 -0.484
Br 3.783 5.162 -5.198 -0.016 0.040 0.018
H 3.831 3.316 -6.834 -0.017 -0.016 -0.014
C 10.549 5.693 7.463 0.003 -0.006 -0.020
Br 10.751 6.965 6.040 0.000 0.035 -0.034
Br 8.700 5.444 7.928 -0.046 -0.007 0.021
Br 11.402 4.024 7.042 0.025 -0.042 -0.003
H 11.046 6.098 8.332 0.006 0.006 0.026
C -3.964 -8.069 3.940 0.033 0.008 0.014
Br -4.045 -6.624 2.677 -0.043 0.051 -0.053
Br -3.385 -9.699 3.106 0.022 -0.038 -0.018
Br -2.864 -7.619 5.450 0.029 0.006 0.038
H -4.965 -8.233 4.308 -0.025 -0.003 0.008

=====

# 2
59
Properties=species:S:1:pos:R:3:forces:R:3 method="wB97M-V/def2-TZVPD" homo_lumo_gap_ev=4.9 total_charge=-1
C 0.987 5.154 -0.014 0.398 0.262 1.289
O -0.214 4.499 -0.461 0.517 0.476 -0.845
C -0.062 3.913 -1.776 2.229 -0.098 -0.568
C 0.773 2.547 -1.616 0.089 -0.675 0.833
C 0.011 1.218 -2.112 1.100 1.038 -1.633
N -0.271 0.221 -1.038 -0.441 -0.468 -0.722
C -1.704 -0.165 -1.160 -1.741 0.691 -0.078
C -2.661 1.025 -0.566 0.509 -0.092 0.185
C -3.075 0.803 0.984 -0.696 0.905 -0.929
N -2.876 2.124 1.697 -0.483 -0.078 -0.071
C 0.639 -0.948 -1.082 1.240 -0.599 -0.249
Cl 0.419 -1.952 0.478 -0.007 1.055 -0.642
C 2.176 -0.420 -1.007 -1.377 1.568 -0.645
O 3.111 -1.452 -0.615 1.768 2.456 1.051
C 4.282 -0.873 -0.049 2.761 0.557 1.614
C 4.822 0.543 -0.356 1.109 -0.664 1.428
C 6.085 1.178 0.307 -1.118 -3.825 1.266
C 6.865 0.343 1.349 -3.372 -1.006 -2.316
C 6.343 -1.100 1.624 -1.166 1.395 -1.450
C 5.097 -1.734 0.971 1.134 3.488 -0.859
C 0.376 -1.967 -2.299 -1.870 -6.463 -1.820
O 0.664 -1.745 -3.523 0.004 1.613 3.151
O -0.172 -3.220 -1.996 1.967 5.659 -0.134
H 1.161 6.193 -0.463 -0.480 -1.338 0.282
H 1.948 4.554 -0.167 -1.355 0.499 -0.004
H 0.876 5.286 1.129 0.096 -0.187 -1.867
H 0.602 4.628 -2.404 -1.200 -0.910 0.763
H -1.038 3.772 -2.349 1.048 0.196 1.314
H 0.972 2.404 -0.485 -0.445 0.334 -1.751
H 1.822 2.594 -2.096 -1.700 0.123 0.499
H -0.946 1.574 -2.655 1.316 -0.852 1.106
H 0.665 0.762 -2.953 -1.244 0.399 1.309
H -1.994 -1.117 -0.608 0.862 1.206 -0.820
H -1.981 -0.291 -2.272 0.404 -0.120 1.572
H -3.582 1.130 -1.238 1.120 -0.305 1.049
H -2.129 2.053 -0.604 -0.566 -1.712 -0.028
H -2.436 -0.020 1.454 -0.965 1.207 -0.582
H -4.206 0.594 1.034 1.734 -0.463 -0.153
H -3.482 2.183 2.532 0.486 -0.212 -0.590
H -3.189 2.906 1.090 0.334 -0.881 0.428
H 2.138 0.471 -0.267 0.262 -1.682 -0.778
H 2.488 0.055 -2.016 -0.561 -1.135 1.364
H 4.263 1.222 -1.096 0.917 -1.346 1.296
H 6.395 2.253 0.040 -0.610 -1.992 0.432
H 7.778 0.798 1.869 -1.558 -1.010 -0.798
H 6.935 -1.713 2.399 -1.151 0.967 -1.415
H 4.761 -2.804 1.212 0.589 1.926 -0.386
C -4.993 -3.794 2.883 -0.152 0.292 -0.099
C -5.024 -2.862 1.930 -0.164 -0.084 0.339
C -4.153 -2.954 0.739 0.170 0.200 -0.371
O -4.178 -2.106 -0.130 -0.195 -0.139 0.238
C -3.247 -4.119 0.645 0.229 -0.312 -0.042
C -3.215 -5.051 1.599 -0.016 0.150 -0.174
C -4.086 -4.959 2.789 0.194 -0.348 0.150
O -4.060 -5.811 3.661 -0.093 0.203 -0.121
H -5.623 -3.743 3.763 0.024 -0.037 0.013
H -5.682 -2.003 1.983 0.031 0.014 -0.033
H -2.615 -4.170 -0.236 0.093 0.127 -0.022
H -2.557 -5.909 1.546 -0.010 0.023 0.026

=====

# 3
59
Properties=species:S:1:pos:R:3:forces:R:3 method="wB97M-V/def2-TZVPD" relative_energy_ev=1.466 smiles="COCCNS(=O)(=O)c1ccc(Cl)c(C(=O)NC2CCN(Cc3ccccc3)CC2)c1" homo_lumo_gap_ev=9.2 total_charge=0
C -7.771 -0.112 -1.971 -0.011 0.043 -0.016
O -6.622 0.235 -1.231 -0.040 0.070 0.149
C -5.445 -0.427 -1.633 0.221 -0.206 0.011
C -5.398 -1.885 -1.139 0.028 0.362 -0.572
N -5.767 -2.005 0.251 0.527 -0.104 0.829
S -4.566 -1.913 1.393 -0.395 -0.056 -0.019
O -5.187 -2.177 2.654 -0.164 0.348 -0.024
O -3.488 -2.742 0.945 0.067 0.235 -0.255
C -3.996 -0.210 1.388 -0.097 -0.662 0.065
C -4.764 0.779 1.974 -0.003 0.013 0.021
C -4.323 2.089 1.936 0.101 -0.022 -0.093
C -3.120 2.396 1.308 0.005 -0.358 -0.072
Cl -2.583 4.025 1.286 -0.033 0.307 0.117
C -2.337 1.396 0.727 -0.270 0.104 -0.056
C -1.065 1.714 -0.011 -0.143 -0.162 0.185
O -0.999 2.577 -0.860 -0.048 0.157 -0.217
N -0.031 0.928 0.351 0.285 -0.235 0.147
C 1.268 0.991 -0.286 0.141 -0.139 -0.045
C 1.513 -0.248 -1.149 0.130 0.339 -0.191
C 2.905 -0.178 -1.772 -0.189 -0.247 0.023
N 3.906 -0.102 -0.727 0.067 0.039 -0.151
C 5.259 -0.225 -1.241 -0.060 -0.060 -0.055
C 6.243 -0.456 -0.126 0.107 0.038 -0.030
C 7.452 0.223 -0.078 -0.090 -0.033 -0.058
C 8.353 -0.017 0.946 0.119 0.012 0.052
C 8.050 -0.934 1.936 0.102 0.023 0.061
C 6.843 -1.614 1.897 -0.019 -0.064 0.043
C 5.947 -1.378 0.871 0.018 0.000 -0.031
C 3.738 1.111 0.051 -0.093 -0.058 0.333
C 2.383 1.100 0.751 0.046 0.240 -0.282
C -2.795 0.084 0.776 0.103 0.091 0.010
H -7.610 0.048 -3.043 -0.022 -0.017 0.017
H -8.565 0.547 -1.624 -0.057 -0.070 -0.068
H -8.069 -1.152 -1.807 -0.038 -0.015 -0.025
H -5.340 -0.405 -2.727 0.028 0.013 0.071
H -4.630 0.150 -1.189 -0.053 -0.081 -0.140
H -4.391 -2.290 -1.233 -0.058 -0.031 -0.258
H -6.080 -2.506 -1.729 0.141 0.001 0.059
H -6.564 -1.438 0.502 -0.150 0.085 0.173
H -5.686 0.511 2.463 -0.143 0.061 0.097
H -4.901 2.879 2.387 -0.038 0.072 0.049
H -0.166 0.220 1.055 -0.090 0.107 0.022
H 1.251 1.884 -0.919 0.040 -0.115 0.082
H 0.759 -0.314 -1.935 -0.059 -0.009 0.009
H 1.448 -1.141 -0.525 -0.030 -0.074 0.015
H 3.086 -1.082 -2.360 0.021 0.083 -0.036
H 2.958 0.691 -2.453 0.026 -0.046 -0.012
H 5.281 -1.092 -1.911 -0.021 0.109 -0.036
H 5.558 0.661 -1.830 0.003 -0.084 0.013
H 7.692 0.944 -0.847 -0.003 0.080 -0.073
H 9.291 0.517 0.971 0.071 0.042 0.010
H 8.751 -1.120 2.736 0.052 -0.009 0.065
H 6.602 -2.331 2.669 -0.022 -0.059 0.057
H 5.003 -1.899 0.833 -0.113 -0.055 0.018
H 4.537 1.153 0.795 -0.048 0.090 -0.056
H 3.815 2.011 -0.588 0.052 -0.029 0.014
H 2.264 2.009 1.342 -0.048 0.003 0.036
H 2.339 0.239 1.421 0.006 -0.039 0.092
H -2.235 -0.724 0.329 0.138 -0.029 -0.073